{
  "formula": "C31H50ClLuP",
  "method": "ωB97M-V/def2-TZVPD",
  "multiplicity": 1,
  "total_charge": -1,
  "homo_energy_ev": [-0.842, -0.998],
  "gap_ev": [2.93, 3.08],
  "e_tot_ev": -88384.951,
  "elements": ["Lu", "P", "Cl", "C", "H", "H", "C", "C", "C", "H", "C", "H", "H", "C", "H", "H", "C", "H", "H", "C", "H", "H", "H", "H", "C", "C", "H", "C", "H", "H", "C", "H", "H", "C", "H", "H", "C", "H", "H", "H", "H", "C", "H", "C", "H", "H", "C", "H", "H", "C", "H", "H", "C", "H", "H", "H", "H", "C", "C", "H", "C", "H", "C", "H", "H", "C", "H", "H", "C", "H", "H", "H", "H", "C", "C", "C", "C", "C", "C", "H", "H", "H", "H", "H"],
  "coordinates": [[2.802, 1.171, 3.073], [-0.424, 0.318, -0.886], [1.699, 3.033, 2.002], [-1.243, -0.448, 0.600], [-0.587, -0.137, 1.440], [-2.186, 0.115, 0.716], [1.387, 0.623, -0.615], [-1.183, 2.008, -0.909], [2.241, 0.535, -1.887], [1.389, 1.678, -0.275], [3.714, 0.895, -1.628], [2.199, -0.485, -2.301], [1.842, 1.202, -2.670], [4.328, 0.170, -0.424], [4.285, 0.657, -2.535], [3.784, 1.981, -1.481], [3.435, 0.301, 0.825], [4.470, -0.892, -0.654], [5.320, 0.584, -0.205], [2.002, -0.174, 0.552], [3.892, -0.275, 1.667], [3.397, 1.413, 1.049], [1.975, -1.252, 0.352], [1.343, -0.024, 1.440], [-0.891, -0.653, -2.372], [-2.665, 1.952, -1.319], [-1.126, 2.310, 0.155], [-3.341, 3.323, -1.165], [-2.744, 1.618, -2.365], [-3.217, 1.219, -0.713], [-2.585, 4.448, -1.885], [-4.368, 3.257, -1.543], [-3.403, 3.561, -0.094], [-1.083, 4.456, -1.566], [-2.725, 4.345, -2.969], [-3.018, 5.413, -1.600], [-0.423, 3.075, -1.722], [-0.565, 5.174, -2.214], [-0.936, 4.794, -0.530], [-0.405, 2.793, -2.786], [0.624, 3.154, -1.394], [-0.180, -2.014, -2.457], [-1.969, -0.856, -2.210], [-0.784, -2.864, -3.582], [0.894, -1.865, -2.647], [-0.264, -2.559, -1.509], [-0.757, -2.138, -4.933], [-0.236, -3.812, -3.649], [-1.825, -3.100, -3.319], [-1.349, -0.725, -4.856], [0.282, -2.070, -5.282], [-1.309, -2.726, -5.676], [-0.760, 0.105, -3.704], [-1.183, -0.193, -5.801], [-2.435, -0.799, -4.707], [0.303, 0.322, -3.900], [-1.281, 1.072, -3.666], [-0.109, -2.670, 1.062], [-1.472, -1.885, 0.716], [0.642, -2.736, 0.271], [-2.492, -2.183, 1.829], [-1.863, -2.303, -0.228], [-1.862, -1.993, 3.206], [-3.350, -1.505, 1.730], [-2.860, -3.211, 1.722], [-0.788, -3.035, 3.513], [-1.413, -0.995, 3.264], [-2.636, -2.041, 3.981], [0.074, -3.432, 2.275], [-0.148, -2.674, 4.329], [-1.274, -3.947, 3.885], [1.145, -3.401, 2.547], [-0.140, -4.499, 2.065], [1.472, 0.037, 6.106], [2.260, -0.854, 5.373], [2.033, -0.994, 3.974], [1.073, -0.158, 3.412], [0.379, 0.820, 4.084], [0.532, 0.864, 5.496], [1.583, 0.074, 7.196], [2.973, -1.518, 5.870], [2.557, -1.752, 3.386], [-0.353, 1.455, 3.587], [-0.115, 1.523, 6.082]],
  "forces_ev_per_a": [[0.33, 0.31, 1.79], [-0.17, -0.41, 1.35], [-0.35, 1.07, -0.61], [0.57, 2.63, 0.05], [-0.18, -0.01, -0.19], [0.01, 0.17, -0.26], [0.35, 0.13, -0.07], [0.06, -0.05, -0.08], [-0.07, -0.15, -0.39], [-0.06, -0.33, -0.11], [-0.16, 0.11, 0.03], [0.02, 0.28, 0.21], [0.17, -0.14, 0.19], [-0.03, 0.02, 0.29], [-0.02, 0.10, 0.17], [0.04, -0.13, 0.07], [0.01, 0.32, -1.18], [-0.11, 0.07, 0.03], [-0.12, -0.06, -0.07], [-0.46, 0.01, -0.70], [-0.04, 0.22, -0.42], [0.45, -0.88, -0.58], [0.07, 0.21, 0.12], [0.52, -0.41, -0.18], [-0.06, 0.21, -0.27], [-0.17, 0.08, -0.10], [0.05, -0.19, -0.20], [0.19, -0.02, 0.09], [-0.01, 0.12, 0.20], [0.20, 0.13, -0.16], [0.08, -0.09, -0.09], [0.11, 0.06, 0.10], [0.00, -0.04, -0.13], [-0.04, -0.14, 0.19], [0.02, -0.04, 0.09], [0.03, -0.09, -0.10], [0.01, 0.05, -0.15], [-0.09, -0.08, 0.14], [0.00, -0.08, -0.16], [-0.03, 0.08, 0.20], [-0.31, -0.07, -0.06], [0.02, -0.22, 0.15], [0.28, 0.08, 0.12], [-0.04, 0.27, 0.00], [-0.28, -0.04, 0.01], [0.10, 0.08, -0.09], [0.09, 0.01, 0.06], [-0.16, 0.15, 0.02], [0.14, -0.02, -0.01], [0.01, -0.04, 0.18], [-0.08, -0.01, 0.03], [0.12, 0.08, 0.02], [0.10, 0.08, -0.17], [-0.09, -0.10, 0.10], [0.11, 0.03, -0.04], [-0.29, -0.10, 0.01], [0.19, -0.26, -0.02], [-1.81, 2.67, -2.12], [2.03, -3.89, 0.32], [-0.22, -0.04, 0.13], [0.16, 0.23, -0.05], [-0.49, 0.28, -0.08], [0.07, 0.11, 0.12], [-0.11, -0.07, -0.02], [0.08, 0.10, -0.04], [0.23, -0.20, -0.18], [-0.13, -0.12, 0.01], [0.00, 0.07, -0.03], [0.12, -1.25, 0.85], [-0.13, 0.03, -0.19], [-0.01, 0.10, -0.01], [-0.16, -0.13, 0.16], [0.12, -0.40, 0.61], [-0.04, 0.17, 0.31], [0.77, -0.38, 0.33], [-0.49, 0.37, 0.77], [-0.87, -0.63, -2.07], [0.50, -0.46, 1.26], [-0.97, 0.12, 0.72], [0.06, 0.05, -0.39], [-0.15, 0.36, 0.06], [-0.15, 0.02, 0.06], [0.23, 0.12, -0.02], [0.34, -0.16, 0.08]]
}